{
  "formula": "C20H27BN7ReS",
  "method": "wB97M-V/def2-TZVPD",
  "e_tot_ha": -1662.0208,
  "multiplicity": 2,
  "s2": 0.78,
  "charge": 3,
  "e_homo_ev": [-17.90, -17.82],
  "de_lowest_kcal_mol": 5.4,
  "elements": ["Re", "C", "C", "C", "C", "C", "N", "N", "B", "N", "N", "C", "C", "C", "C", "C", "N", "N", "C", "C", "C", "C", "C", "H", "H", "H", "H", "H", "H", "H", "H", "H", "H", "H", "H", "H", "H", "H", "H", "H", "H", "H", "H", "H", "H", "S", "C", "N", "C", "C", "C", "C", "H", "H", "H", "H", "H"],
  "coordinates": [[-0.3564, 0.1031, 0.1060], [1.9789, -1.5984, -1.5975], [2.4977, -0.6177, -0.6160], [3.8047, -0.2817, -0.2817], [3.7160, 0.7116, 0.7115], [4.8205, 1.3931, 1.3929], [2.4124, 0.9372, 0.9380], [1.6689, 0.1331, 0.1353], [1.6722, 1.8942, 1.8948], [0.7610, 0.9970, 2.7550], [-0.0738, 0.1086, 2.1475], [-0.5882, -0.7125, 3.0968], [-1.4765, -1.8497, 2.7653], [-0.0928, -0.3144, 4.3268], [0.7612, 0.7724, 4.0798], [1.5352, 1.5491, 5.0541], [0.7604, 2.7534, 0.9972], [-0.0748, 2.1452, 0.1096], [-0.5899, 3.0938, -0.7116], [-1.4787, 2.7624, -1.8482], [-0.0946, 4.3242, -0.3145], [0.7601, 4.0781, 0.7720], [1.5342, 5.0532, 1.5478], [2.8044, -2.0989, -2.0981], [1.3787, -2.3682, -1.1023], [1.3794, -1.1022, -2.3671], [4.7050, -0.6917, -0.6930], [5.7728, 1.0246, 1.0245], [4.7760, 2.4691, 1.2288], [4.7760, 1.2294, 2.4689], [2.4050, 2.5380, 2.5381], [-1.3850, -2.1182, 1.7101], [-1.2051, -2.7135, 3.3688], [-2.5156, -1.6235, 3.0002], [-0.3082, -0.7529, 5.2814], [1.2466, 1.2885, 6.0687], [2.5998, 1.3414, 4.9437], [1.4006, 2.6184, 4.9048], [-1.3866, 1.7076, -2.1176], [-2.5179, 2.9960, -1.6207], [-1.2087, 3.3666, -2.7118], [-0.3106, 5.2785, -0.7535], [1.2453, 6.0675, 1.2866], [1.4003, 4.9047, 2.6172], [2.5987, 4.9429, 1.3395], [-2.3471, -0.6943, -0.7085], [-4.0293, -0.4282, -0.4324], [-4.4386, 0.4716, 0.4869], [-5.7402, 0.7127, 0.7291], [-6.7112, 0.0338, 0.0312], [-6.3267, -0.9082, -0.9275], [-4.9820, -1.1388, -1.1582], [-3.7288, 0.9811, 1.0089], [-5.9696, 1.4512, 1.4842], [-7.7519, 0.2316, 0.2273], [-7.0694, -1.4569, -1.4891], [-4.6520, -1.8601, -1.8918]]
}